{
  "formula": "C51H73N19O22",
  "method": "wB97M-V/def2-TZVPD",
  "elements": ["N", "C", "C", "C", "C", "C", "H", "H", "H", "H", "H", "N", "C", "C", "C", "C", "C", "H", "H", "H", "H", "H", "N", "C", "C", "C", "C", "C", "H", "H", "H", "H", "H", "N", "C", "C", "C", "C", "C", "H", "H", "H", "H", "H", "N", "C", "C", "C", "C", "C", "H", "H", "H", "H", "H", "N", "C", "C", "C", "C", "C", "H", "H", "H", "H", "H", "N", "C", "C", "C", "C", "C", "H", "H", "H", "H", "H", "N", "C", "C", "C", "C", "C", "H", "H", "H", "H", "H", "C", "N", "O", "O", "H", "H", "H", "C", "N", "O", "O", "H", "H", "H", "C", "N", "O", "O", "H", "H", "H", "C", "N", "O", "O", "H", "H", "H", "C", "N", "O", "O", "H", "H", "H", "C", "N", "O", "O", "H", "H", "H", "C", "N", "O", "O", "H", "H", "H", "C", "N", "O", "O", "H", "H", "H", "C", "N", "O", "O", "H", "H", "H", "C", "N", "O", "O", "H", "H", "H", "C", "N", "O", "O", "H", "H", "H"],
  "xyz": [[-2.140, -6.241, -3.715], [-1.729, -7.104, -4.721], [-1.456, -8.449, -4.479], [-1.722, -8.949, -3.213], [-2.140, -8.142, -2.191], [-2.394, -6.799, -2.521], [-1.670, -6.707, -5.728], [-1.054, -9.105, -5.241], [-1.548, -10.010, -3.021], [-2.271, -8.448, -1.150], [-2.802, -6.099, -1.768], [2.704, 4.376, 3.709], [1.429, 4.773, 3.772], [0.915, 5.666, 2.839], [1.768, 6.224, 1.870], [3.111, 5.977, 1.991], [3.536, 4.974, 2.829], [0.818, 4.264, 4.548], [-0.144, 5.925, 2.897], [1.386, 6.903, 1.120], [3.771, 6.556, 1.316], [4.584, 4.639, 2.773], [-0.729, 3.117, -2.497], [-2.016, 2.968, -2.963], [-2.441, 3.502, -4.155], [-1.551, 4.284, -4.897], [-0.326, 4.586, -4.358], [0.011, 3.937, -3.189], [-2.693, 2.392, -2.367], [-3.425, 3.352, -4.456], [-1.770, 4.746, -5.859], [0.428, 5.062, -4.961], [1.024, 4.126, -2.868], [-3.076, -4.581, 0.427], [-1.922, -4.779, 1.180], [-1.889, -4.476, 2.507], [-3.086, -4.038, 3.135], [-4.231, -3.871, 2.427], [-4.114, -4.185, 1.100], [-1.022, -5.097, 0.591], [-0.978, -4.666, 3.063], [-3.137, -3.874, 4.209], [-5.144, -3.672, 2.870], [-4.976, -3.966, 0.441], [3.452, -0.786, -3.946], [3.962, -0.762, -5.174], [3.841, 0.386, -6.011], [3.220, 1.546, -5.520], [2.837, 1.524, -4.196], [2.891, 0.322, -3.515], [4.458, -1.666, -5.562], [4.154, 0.288, -7.090], [3.248, 2.409, -6.212], [2.373, 2.388, -3.700], [2.409, 0.283, -2.532], [3.710, -5.083, -1.114], [2.828, -6.089, -0.874], [1.753, -6.360, -1.698], [1.547, -5.659, -2.872], [2.476, -4.730, -3.206], [3.560, -4.490, -2.269], [2.884, -6.556, 0.096], [1.103, -7.131, -1.368], [0.700, -5.933, -3.410], [2.415, -4.070, -4.063], [4.334, -3.716, -2.538], [0.519, -2.818, 7.516], [1.224, -1.669, 7.560], [1.545, -0.902, 6.469], [1.098, -1.350, 5.249], [0.538, -2.597, 5.119], [0.257, -3.299, 6.295], [1.316, -1.312, 8.602], [2.105, 0.064, 6.612], [1.239, -0.798, 4.299], [0.277, -3.219, 4.225], [-0.198, -4.295, 6.332], [-0.730, -0.386, 0.984], [-0.883, -0.327, -0.334], [-0.397, -1.222, -1.235], [0.358, -2.273, -0.720], [0.650, -2.308, 0.567], [0.138, -1.346, 1.395], [-1.667, 0.330, -0.692], [-0.642, -1.129, -2.252], [0.651, -3.228, -1.212], [1.131, -3.134, 1.053], [0.407, -1.366, 2.437], [-0.416, 0.578, -4.601], [-0.185, -0.802, -5.068], [0.204, -0.931, -6.153], [-0.476, -1.665, -4.289], [-1.404, 0.708, -5.096], [0.330, 1.138, -5.158], [-0.442, 0.552, -3.523], [2.062, 1.701, 2.289], [3.282, 0.902, 1.900], [3.059, -0.266, 1.676], [4.297, 1.499, 1.736], [2.106, 2.051, 3.287], [1.163, 1.150, 2.048], [2.149, 2.568, 1.715], [4.401, -3.608, 1.898], [3.352, -4.381, 2.752], [3.324, -4.264, 3.940], [2.555, -4.965, 2.003], [4.355, -2.483, 1.965], [4.224, -3.921, 0.869], [5.326, -3.877, 2.372], [-3.263, 4.607, 6.536], [-3.224, 4.976, 5.068], [-3.107, 6.155, 4.855], [-3.361, 4.080, 4.253], [-3.270, 3.499, 6.549], [-4.284, 4.919, 6.832], [-2.320, 4.949, 7.011], [4.898, 6.431, -4.112], [4.394, 5.939, -5.425], [3.198, 6.022, -5.546], [5.225, 5.649, -6.226], [4.212, 6.107, -3.339], [4.974, 7.485, -4.213], [5.943, 6.125, -3.985], [-2.413, 0.095, 4.134], [-1.243, 0.780, 4.787], [-1.052, 0.633, 5.954], [-0.446, 1.383, 4.073], [-3.349, 0.635, 4.262], [-2.476, -0.909, 4.610], [-2.259, -0.003, 3.074], [-3.327, -2.713, -2.571], [-3.491, -1.282, -2.269], [-3.907, -1.029, -1.152], [-3.155, -0.437, -3.078], [-2.793, -2.793, -3.497], [-4.286, -3.210, -2.564], [-2.801, -3.179, -1.703], [-5.094, 5.358, 0.977], [-4.727, 4.098, 0.415], [-5.018, 3.127, 1.093], [-4.138, 4.055, -0.633], [-6.148, 5.349, 1.102], [-4.805, 6.175, 0.279], [-4.580, 5.449, 1.935], [-4.701, 0.153, 1.883], [-5.601, -0.697, 2.703], [-5.123, -0.888, 3.805], [-6.589, -1.215, 2.227], [-4.987, 0.157, 0.843], [-3.722, -0.270, 1.862], [-4.715, 1.184, 2.241], [-0.868, 3.371, 0.799], [-1.255, 4.889, 0.692], [-2.044, 5.396, 1.475], [-0.871, 5.496, -0.267], [-1.761, 2.827, 0.437], [-0.703, 3.166, 1.825], [-0.071, 3.168, 0.117], [5.040, 1.886, -1.256], [4.062, 2.957, -0.834], [2.913, 2.632, -0.555], [4.408, 4.091, -0.760], [5.455, 2.130, -2.213], [4.526, 0.886, -1.288], [5.853, 1.843, -0.581]],
  "energy_ev": -127393.5403,
  "relative_energy_kj_mol": 54.8,
  "max_force_ev_per_a": 4.58,
  "homo_lumo_gap_ha": 0.347
}

{
  "formula": "C7H16O",
  "method": "wB97M-V/def2-TZVPD",
  "elements": ["C", "C", "C", "C", "C", "C", "C", "H", "H", "H", "H", "H", "H", "H", "H", "H", "H", "H", "H", "H", "H", "H", "H", "O"],
  "xyz": [[2.151, 0.720, 0.882], [1.465, 0.717, -0.563], [0.350, -0.390, -0.489], [-0.933, -0.265, 0.347], [-1.401, -0.278, 1.879], [-1.939, 0.541, -0.342], [-2.807, -0.670, -1.265], [2.617, 1.718, 0.974], [1.312, 0.503, 1.575], [3.008, 0.010, 0.817], [2.341, 0.315, -1.138], [1.153, 1.672, -1.030], [1.024, -1.267, -0.114], [0.102, -0.537, -1.605], [-1.868, -1.209, 2.109], [-2.009, 0.585, 2.138], [-2.805, 1.080, 0.019], [-1.626, 1.268, -1.108], [-3.614, -1.202, -0.732], [-3.030, -0.589, -2.383], [-1.926, -1.337, -1.221], [-0.502, -0.245, 2.623], [4.916, -0.499, -0.616], [4.021, -0.640, -0.760]],
  "energy_ev": -9557.6314,
  "relative_energy_kj_mol": 833.5,
  "max_force_ev_per_a": 5.09,
  "homo_lumo_gap_ha": 0.124
}

{
  "formula": "C9H24O9S3Sn",
  "method": "wB97M-V/def2-TZVPD",
  "elements": ["Sn", "O", "S", "O", "O", "C", "C", "C", "H", "H", "H", "H", "H", "H", "H", "H", "O", "S", "O", "O", "C", "C", "C", "H", "H", "H", "H", "H", "H", "H", "H", "O", "S", "O", "O", "C", "C", "C", "H", "H", "H", "H", "H", "H", "H", "H"],
  "xyz": [[7.676, 1.538, -1.428], [6.522, -1.449, -5.087], [7.208, -0.144, -5.285], [7.322, 0.804, -4.199], [8.656, -0.411, -6.037], [9.629, 0.637, -6.196], [10.725, 0.256, -5.149], [6.372, 0.619, -6.678], [9.222, 1.639, -6.056], [10.177, 0.528, -7.132], [11.382, 1.124, -5.110], [11.377, -0.545, -5.497], [10.436, 0.021, -4.125], [5.329, 0.625, -6.361], [6.329, 0.014, -7.584], [6.737, 1.635, -6.824], [6.340, 4.027, -0.841], [6.084, 5.493, -0.815], [7.019, 6.470, -1.236], [4.662, 5.778, -1.669], [4.317, 7.073, -2.062], [4.263, 7.387, -3.577], [5.352, 5.962, 0.775], [4.979, 7.834, -1.648], [3.298, 7.329, -1.770], [3.444, 6.819, -4.018], [5.237, 7.292, -4.057], [4.005, 8.446, -3.602], [4.277, 5.785, 0.745], [5.324, 7.048, 0.868], [5.843, 5.528, 1.646], [4.812, 0.291, 2.960], [4.630, 0.885, 1.598], [5.755, 1.163, 0.715], [3.508, -0.052, 0.760], [2.436, -0.624, 1.537], [2.517, -2.157, 1.409], [3.527, 2.349, 1.734], [1.526, -0.255, 1.065], [2.452, -0.099, 2.492], [1.676, -2.569, 1.966], [3.377, -2.726, 1.763], [2.427, -2.448, 0.362], [4.034, 3.296, 1.548], [3.267, 2.449, 2.788], [2.620, 2.255, 1.138]],
  "total_charge": 1,
  "energy_ev": -66475.8035,
  "s2": 0.75,
  "relative_energy_kj_mol": 46.8,
  "max_force_ev_per_a": 4.19,
  "multiplicity": 2,
  "homo_lumo_gap_ha": [0.220, 0.343]
}

{
  "formula": "C51H93BClN4O19",
  "method": "wB97M-V/def2-TZVPD",
  "elements": ["C", "C", "C", "O", "O", "C", "C", "C", "C", "C", "C", "C", "C", "B", "O", "N", "C", "C", "C", "N", "N", "N", "C", "O", "C", "C", "C", "C", "O", "C", "C", "Cl", "C", "C", "H", "H", "H", "H", "H", "H", "H", "H", "H", "H", "H", "H", "H", "H", "H", "H", "H", "H", "H", "H", "H", "H", "H", "H", "H", "H", "H", "H", "H", "H", "H", "H", "H", "H", "H", "H", "H", "O", "C", "O", "C", "C", "C", "H", "H", "H", "H", "H", "H", "H", "H", "O", "C", "O", "C", "C", "C", "H", "H", "H", "H", "H", "H", "H", "H", "O", "C", "O", "C", "C", "C", "H", "H", "H", "H", "H", "H", "H", "H", "O", "C", "O", "C", "C", "C", "H", "H", "H", "H", "H", "H", "H", "H", "O", "C", "O", "C", "C", "C", "H", "H", "H", "H", "H", "H", "H", "H", "O", "C", "O", "C", "C", "C", "H", "H", "H", "H", "H", "H", "H", "H", "O", "C", "O", "C", "C", "C", "H", "H", "H", "H", "H", "H", "H", "H"],
  "xyz": [[-1.243, 3.779, -6.377], [-1.225, 3.135, -5.093], [-1.914, 1.693, -4.814], [-3.197, 1.672, -4.857], [-1.088, 0.563, -4.526], [-1.855, -0.557, -3.993], [-0.870, -1.858, -3.848], [-0.983, -2.546, -2.390], [0.453, -2.499, -1.597], [0.455, -3.511, -0.333], [1.259, -2.952, 0.961], [1.527, -4.246, 1.917], [0.523, -4.587, 3.112], [-0.838, -3.701, 3.421], [-1.636, -3.273, 2.284], [-1.290, -3.300, 4.795], [-1.680, -1.829, 4.778], [-2.595, -4.058, 5.036], [0.842, -5.839, 4.055], [-0.118, -6.054, 5.165], [2.023, -6.667, 3.801], [2.269, -7.740, 4.680], [1.558, -8.801, 4.322], [0.594, -9.580, 4.084], [2.996, -6.416, 2.704], [4.241, -7.441, 2.643], [5.363, -7.114, 3.801], [5.702, -8.489, 4.578], [4.860, -6.046, 4.659], [2.796, -5.205, 1.687], [3.831, -4.912, 0.495], [5.430, -4.391, 1.306], [4.016, -6.128, -0.561], [5.611, -6.407, -0.827], [-1.891, 3.419, -7.271], [-0.568, 4.686, -6.568], [-0.696, 3.727, -4.239], [-2.334, -0.239, -2.999], [-2.697, -0.821, -4.728], [0.199, -1.585, -4.171], [-1.263, -2.626, -4.621], [-1.787, -1.956, -1.802], [-1.325, -3.634, -2.519], [0.633, -1.413, -1.245], [1.286, -2.848, -2.319], [-0.601, -3.788, 0.030], [0.972, -4.517, -0.622], [2.269, -2.471, 0.632], [0.686, -2.111, 1.511], [-2.418, -3.880, 2.228], [-1.975, -1.473, 5.842], [-2.622, -1.642, 4.117], [-0.846, -1.164, 4.329], [-2.739, -4.065, 6.197], [-2.519, -5.165, 4.674], [-3.493, -3.587, 4.494], [0.052, -5.301, 5.876], [0.070, -6.932, 5.676], [3.875, -8.530, 2.827], [4.811, -7.430, 1.649], [6.326, -6.759, 3.255], [6.814, -8.470, 4.890], [5.075, -8.515, 5.541], [5.455, -9.444, 3.976], [5.627, -5.564, 5.080], [3.504, -3.987, -0.133], [3.429, -6.003, -1.541], [3.624, -7.087, -0.055], [6.120, -5.440, -1.225], [5.767, -7.199, -1.671], [6.141, -6.841, 0.101], [-0.483, 4.664, -2.622], [-1.420, 5.215, -2.079], [-1.521, 5.214, -0.736], [-2.466, 6.002, 0.004], [-3.792, 5.279, 0.135], [-2.531, 5.818, -2.890], [-2.573, 7.000, -0.429], [-2.035, 6.143, 0.999], [-4.256, 5.112, -0.839], [-4.485, 5.855, 0.753], [-3.647, 4.296, 0.591], [-3.264, 5.044, -3.128], [-2.107, 6.207, -3.820], [-3.022, 6.658, -2.405], [-0.775, 7.656, -7.395], [-1.265, 7.133, -8.379], [-0.485, 6.489, -9.266], [-0.984, 5.671, -10.338], [-1.288, 6.510, -11.564], [-2.730, 7.281, -8.675], [-1.841, 5.075, -10.013], [-0.188, 4.959, -10.576], [-2.077, 7.241, -11.366], [-1.606, 5.875, -12.395], [-0.403, 7.074, -11.869], [-2.896, 8.209, -9.220], [-3.271, 7.322, -7.727], [-3.151, 6.445, -9.229], [0.225, 3.230, -10.412], [0.716, 2.263, -9.863], [1.528, 2.429, -8.803], [1.991, 1.360, -7.963], [3.246, 0.728, -8.531], [0.512, 0.881, -10.413], [1.198, 0.631, -7.780], [2.224, 1.811, -6.995], [3.059, 0.270, -9.505], [3.629, -0.041, -7.856], [4.020, 1.485, -8.680], [1.259, 0.685, -11.184], [-0.485, 0.831, -10.859], [0.546, 0.099, -9.656], [-4.898, 8.295, -9.903], [-5.130, 9.420, -10.298], [-4.140, 10.330, -10.367], [-4.261, 11.611, -11.007], [-4.828, 12.642, -10.052], [-6.534, 9.846, -10.619], [-4.835, 11.536, -11.934], [-3.249, 11.907, -11.294], [-5.840, 12.381, -9.733], [-4.857, 13.628, -10.523], [-4.216, 12.702, -9.148], [-7.026, 10.184, -9.705], [-7.073, 8.985, -11.019], [-6.593, 10.622, -11.380], [-2.328, -2.862, 8.026], [-1.960, -2.212, 8.988], [-2.832, -1.898, 9.963], [-2.463, -1.320, 11.227], [-2.384, 0.190, 11.132], [-0.562, -1.669, 9.055], [-1.542, -1.766, 11.610], [-3.253, -1.594, 11.930], [-1.609, 0.508, 10.432], [-2.166, 0.625, 12.110], [-3.329, 0.599, 10.766], [-0.520, -0.711, 8.532], [0.108, -2.377, 8.560], [-0.186, -1.553, 10.069], [-0.164, 1.219, 8.855], [-0.112, 2.076, 7.993], [0.743, 1.947, 6.962], [0.738, 2.788, 5.797], [1.567, 4.036, 6.025], [-0.920, 3.335, 8.114], [-0.282, 3.014, 5.477], [1.189, 2.201, 4.993], [1.153, 4.651, 6.828], [1.612, 4.640, 5.116], [2.584, 3.770, 6.322], [-0.370, 4.061, 8.715], [-1.860, 3.095, 8.616], [-1.191, 3.775, 7.156], [5.918, -7.689, 7.855], [4.975, -7.150, 8.401], [4.883, -7.143, 9.744], [3.930, -6.365, 10.485], [2.618, -7.110, 10.631], [3.850, -6.572, 7.591], [3.804, -5.373, 10.046], [4.366, -6.210, 11.476], [2.150, -7.292, 9.661], [1.920, -6.541, 11.250], [2.783, -8.087, 11.092], [3.127, -7.359, 7.364], [4.261, -6.184, 6.656], [3.347, -5.736, 8.074]],
  "total_charge": 1,
  "energy_ev": -112440.0200,
  "max_force_ev_per_a": 8.92,
  "homo_lumo_gap_ha": 0.224
}